18
Properties=species:S:1:pos:R:3:mulliken_charge:R:1 method="wB97M-V/def2-TZVPD" gap_ev=9.55 e_tot_ha=-870.693463 total_charge=+1 e_lumo_ev=-4.66
O 0.9977 -1.1860 1.6855 -0.628
P 0.8028 -0.2146 0.4906 0.824
O 1.3164 -1.1046 -0.9010 -0.502
O 1.8120 1.1364 0.6373 -0.494
C -1.0168 0.1857 0.2306 0.238
C -1.7387 1.4619 -0.2384 -0.242
N -3.1232 1.0058 -0.2312 -0.058
C -3.2085 -0.3806 0.2036 -0.173
N -1.9153 -0.9235 0.5227 -0.060
H 1.7155 -0.4583 -1.5311 0.351
H 2.6112 0.8149 1.1434 0.373
H -1.2599 2.4554 -0.5168 0.395
H -3.9496 1.5549 -0.5052 0.263
H -4.1218 -1.0508 0.3241 0.380
H -1.6346 -1.8572 0.8708 0.307
O 4.3322 -0.2682 -0.4064 -0.617
H 3.7201 -1.0138 -0.4706 0.329
H 4.6605 -0.1573 -1.3079 0.315